(1)
{"formula": "C6H37NO13", "method": "wB97M-V/def2-TZVPD", "species": ["C", "C", "C", "C", "N", "C", "C", "O", "H", "H", "H", "H", "H", "H", "H", "H", "H", "H", "H", "H", "H", "H", "H", "O", "H", "H", "O", "H", "H", "O", "H", "H", "O", "H", "H", "O", "H", "H", "O", "H", "H", "O", "H", "H", "O", "H", "H", "O", "H", "H", "O", "H", "H", "O", "H", "H", "O"], "coordinates": [[-0.608, 2.895, 0.745], [-1.549, 3.548, 1.699], [-2.988, 3.598, 0.992], [-0.092, 1.558, 1.239], [0.038, 0.462, 0.370], [0.504, -0.868, 1.117], [0.750, 0.541, -0.945], [0.000, 1.344, 2.358], [-1.050, 2.568, -0.293], [0.218, 3.619, 0.586], [-1.611, 3.215, 2.666], [-0.985, 4.568, 2.000], [-3.632, 2.719, 1.226], [-3.419, 4.455, 1.603], [-2.958, 3.891, -0.119], [1.532, -0.709, 1.163], [-0.047, -0.727, 2.051], [-0.073, -1.725, 0.632], [0.066, 0.836, -1.752], [1.606, 1.300, -0.901], [1.046, -0.475, -1.239], [5.042, 2.450, -0.198], [3.385, 1.980, -0.370], [4.067, 2.663, -0.433], [3.629, 2.759, -3.805], [2.914, 1.635, -2.716], [3.266, 1.790, -3.656], [3.384, -4.253, -0.864], [2.844, -3.887, -2.406], [2.936, -4.641, -1.678], [2.539, 0.862, -5.422], [1.354, 0.350, -4.666], [1.579, 0.694, -5.466], [-3.442, -0.436, 0.685], [-2.440, -0.714, 1.727], [-3.375, -0.841, 1.527], [-3.433, 0.909, 4.040], [-2.148, 1.663, 4.059], [-2.555, 0.935, 4.511], [-2.504, -2.539, -2.828], [-2.850, -3.554, -3.805], [-3.105, -2.724, -3.663], [-1.322, -2.425, -0.335], [-0.811, -3.335, -1.533], [-1.313, -2.586, -1.297], [3.404, -0.347, 1.044], [4.374, -0.858, 2.134], [3.535, -0.586, 2.037], [-2.133, -2.560, 2.256], [-0.766, -3.463, 2.414], [-1.454, -3.112, 1.779], [-1.346, -0.662, 4.527], [0.030, -0.978, 4.020], [-0.851, -1.255, 3.877], [0.181, -1.922, -3.767], [-0.605, -0.606, -3.754], [0.226, -0.993, -3.611]], "lumo_energy_ev": -0.32, "total_energy_ev": -34925.7277, "total_charge": 0, "gap_ev": 9.141, "homo_energy_ev": -9.5, "fmax_ev_per_a": 7.78, "molar_mass_g_mol": 331.36}

(2)
{"formula": "C6H37NO13", "method": "wB97M-V/def2-TZVPD", "species": ["C", "O", "C", "C", "C", "C", "C", "N", "H", "H", "H", "H", "H", "H", "H", "H", "H", "H", "H", "H", "H", "H", "H", "O", "H", "H", "O", "H", "H", "O", "H", "H", "O", "H", "H", "O", "H", "H", "O", "H", "H", "O", "H", "H", "O", "H", "H", "O", "H", "H", "O", "H", "H", "O", "H", "H", "O"], "coordinates": [[-0.104, 1.157, 1.865], [0.309, 1.378, 3.164], [0.954, 0.310, 1.073], [0.405, -0.179, -0.265], [1.320, -1.215, -0.885], [1.182, -2.495, -0.558], [2.296, -0.703, -1.870], [2.153, 1.115, 0.906], [-1.067, 0.629, 1.828], [-0.298, 2.160, 1.470], [0.403, 0.485, 3.588], [1.242, -0.541, 1.690], [-0.586, -0.605, -0.102], [0.274, 0.667, -0.951], [1.792, -3.285, -0.982], [0.457, -2.874, 0.168], [1.838, -0.292, -2.771], [3.017, -1.444, -2.221], [2.910, 0.120, -1.480], [2.284, 1.743, 1.701], [2.088, 1.706, 0.057], [1.127, -1.692, 3.489], [0.435, -1.503, 4.877], [0.369, -1.247, 3.951], [4.453, -1.247, 0.484], [3.557, -0.126, 1.106], [4.096, -0.911, 1.323], [-1.028, 3.774, -0.468], [-0.446, 4.713, 0.586], [-0.367, 4.491, -0.348], [-1.470, -1.815, -2.945], [-0.159, -2.567, -2.484], [-1.106, -2.682, -2.647], [-2.231, -1.238, 2.732], [-2.593, -1.937, 1.400], [-2.893, -1.249, 2.028], [-3.069, 3.062, -1.256], [-2.461, 1.674, -0.766], [-2.251, 2.614, -1.025], [1.449, 3.442, -1.212], [1.101, 2.448, -2.312], [1.832, 2.670, -1.683], [-3.157, -3.299, -0.420], [-1.864, -2.729, -1.130], [-2.454, -2.645, -0.325], [-2.766, -0.025, -2.270], [-2.955, -0.202, -3.802], [-2.297, -0.241, -3.097], [-2.992, -0.900, -0.488], [-3.810, 0.147, 0.250], [-3.332, 0.039, -0.585], [1.895, -2.960, 1.837], [3.017, -1.929, 2.244], [2.321, -2.534, 2.589], [-1.114, 2.531, -2.461], [-0.850, 1.293, -3.301], [-0.469, 2.165, -3.112]], "lumo_energy_ev": [-2.45, -8.13], "total_energy_ev": -34923.8689, "spin_multiplicity": 2, "total_charge": 1, "gap_ev": [10.937, 5.206], "homo_energy_ev": [-13.4, -13.3], "fmax_ev_per_a": 2.94, "s2": 0.76, "molar_mass_g_mol": 331.36}